C32H16N8Y as an isolated structure. Source: the OMol25 dataset; level of theory: the ωB97M-V functional and the def2-TZVPD basis.

molar mass	601.4	g mol⁻¹
net charge	+1
HOMO-LUMO gap	4.88	eV

Cartesian coordinates (Å):
Y: 0.22064 0.25445 0.03205
N: -0.05296 3.68597 -0.17013
N: -3.18078 0.14952 -0.49679
N: 2.99934 0.77309 2.00704
N: -1.31676 1.64572 -0.25395
N: -1.37368 -1.13571 0.40723
N: 1.22019 -0.77529 1.55554
N: -0.14024 -2.75214 1.67220
N: 1.32041 1.94203 0.74796
C: 1.85635 5.45746 1.60804
C: 2.80668 5.94170 2.49204
C: 3.23487 -1.69054 2.16824
C: -1.26645 -2.21273 1.25851
C: 3.67944 3.71771 2.90838
C: -4.02136 2.33355 -2.61318
C: -2.70665 -0.83831 0.23113
C: 2.68469 -4.06632 2.17074
C: -3.50474 -1.78436 0.99369
C: 3.70498 5.08447 3.13277
C: -2.50078 1.23702 -0.82995
C: -4.41386 -3.74846 2.69627
C: -4.17195 3.48670 -3.36598
C: -2.05041 3.35345 -1.60207
C: 4.55954 -1.95686 2.48570
C: 0.93862 3.25551 0.58532
C: 1.03200 -2.13444 1.69013
C: -2.95480 2.28129 -1.72789
C: 1.82416 4.09000 1.38020
C: 2.52209 -0.45597 1.88960
C: -3.04615 -3.63584 2.50113
C: 2.30647 -2.73967 2.02531
C: -5.31170 -2.89162 2.05579
C: -1.03595 2.93954 -0.64840
C: 4.01204 -4.32370 2.47228
C: -2.60077 -2.64703 1.63857
C: 2.72943 3.22604 2.02594
C: -3.28656 4.55957 -3.22907
C: -2.21791 4.51112 -2.34911
C: 4.93121 -3.28302 2.63326
C: 2.38631 1.87401 1.61788
C: -4.87058 -1.89471 1.19965
H: -3.43844 5.44876 -3.82666
H: -4.70583 1.50099 -2.70525
H: -6.37153 -3.00827 2.23835
H: -2.34686 -4.29416 2.99913
H: 2.85506 7.00248 2.69844
H: 4.34683 -5.34623 2.58359
H: 4.42848 5.50096 3.82070
H: -5.56226 -1.22565 0.70535
H: 5.95863 -3.51930 2.87700
H: 1.16989 6.12531 1.10503
H: 4.38379 3.05815 3.39743
H: 1.96340 -4.86375 2.05256
H: -4.98611 3.56074 -4.07429
H: -1.53911 5.34633 -2.23934
H: -4.79731 -4.51062 3.36131
H: 5.27139 -1.15319 2.61904